Here is a structure of composition C38H32N3NdO6S at a distorted geometry from OMol25. Energies are from the ωB97M-V functional and the def2-TZVPD basis.

Each line ends with the Mulliken charge.
Atoms and positions in Å:
Nd (-0.5074, 1.7341, 0.7864)  0.78
C (-1.0649, 1.7821, 5.5651)  -0.28
C (-1.8900, 0.6990, 5.7654)  -1.02
C (-2.5898, 0.1326, 4.6924)  -0.57
C (-2.3703, 0.5945, 3.3742)  0.39
C (-1.3902, 1.5572, 3.2507)  0.39
C (-0.8089, 2.2668, 4.2703)  -0.71
C (-3.0019, -0.1001, 2.2652)  1.16
C (-4.1025, -0.9476, 2.5685)  -0.98
C (-4.6973, -1.7073, 1.6008)  -1.08
C (-4.1944, -1.6276, 0.2812)  1.67
C (-4.7464, -2.3997, -0.7522)  -1.03
C (-4.2752, -2.2922, -2.0257)  -0.58
C (-3.1483, -1.5086, -2.3322)  -0.66
C (-2.5758, -0.7701, -1.3218)  -0.17
C (-3.1021, -0.7676, -0.0029)  -0.81
N (-2.5197, 0.0193, 1.0127)  0.05
H (-0.5690, 2.2203, 6.4306)  0.36
H (-2.0028, 0.2969, 6.7707)  0.38
H (-3.2278, -0.7214, 4.8787)  0.28
H (-0.1844, 3.1429, 4.1042)  0.45
H (-4.5416, -0.8862, 3.5888)  0.38
H (-5.5232, -2.3663, 1.8458)  0.46
H (-5.5892, -3.0438, -0.4758)  0.42
H (-4.7872, -2.8326, -2.8377)  0.36
H (-2.7115, -1.4657, -3.3617)  0.51
H (-1.6737, -0.1575, -1.4551)  0.63
C (4.8489, 5.4080, -2.9871)  -1.63
C (3.6987, 4.4438, -2.8787)  1.09
C (3.5110, 3.6679, -1.7351)  -0.84
C (2.4559, 2.7558, -1.7062)  -0.07
C (1.6217, 2.6111, -2.7962)  -0.25
C (1.8098, 3.3357, -3.9547)  -0.55
C (2.8160, 4.2926, -3.9541)  -0.69
S (0.2264, 1.5122, -2.4703)  1.27
O (0.0088, 0.9285, -3.7831)  -0.84
O (0.5320, 0.4970, -1.3982)  -0.27
N (-0.9706, 2.2874, -1.7737)  -0.46
C (-1.2594, 3.7601, -1.8358)  -0.37
C (-1.0649, 4.1748, -0.3871)  0.66
O (-2.0752, 4.0048, 0.4068)  -0.70
O (0.1340, 4.3563, -0.0072)  -0.64
H (5.6648, 5.1277, -2.3256)  0.35
H (4.6155, 6.4308, -2.7182)  0.32
H (5.2382, 5.4264, -3.9953)  0.40
H (4.2226, 3.7284, -0.9173)  0.36
H (2.3049, 2.1138, -0.8512)  0.28
H (1.1159, 3.1933, -4.7935)  0.43
H (2.9781, 4.9131, -4.8239)  0.42
H (-2.3048, 3.8394, -2.1247)  0.35
H (-0.5964, 4.2778, -2.5279)  0.23
C (-1.2730, -4.9152, 1.8871)  -0.69
O (-0.4540, -5.3660, 0.7678)  -0.54
C (-0.0357, -4.5935, -0.2827)  0.28
C (0.1597, -5.3128, -1.4589)  -0.58
C (0.6034, -4.7060, -2.6247)  -0.43
C (0.8731, -3.3407, -2.6422)  -1.12
C (0.6639, -2.6379, -1.4564)  1.13
C (0.2562, -3.2080, -0.2625)  -0.68
N (-0.0576, -2.3701, 0.8522)  0.79
C (0.6596, -1.4177, 1.4813)  -0.73
C (2.0144, -1.0666, 1.2792)  0.02
C (2.9930, -1.9708, 0.8003)  -0.59
C (4.3203, -1.5744, 0.6681)  -0.73
C (4.7114, -0.2507, 0.9724)  -0.51
C (3.7606, 0.6511, 1.4319)  -0.41
C (2.3936, 0.2872, 1.4581)  0.58
O (1.4901, 1.2562, 1.5689)  -0.55
H (-1.4630, -5.8007, 2.4901)  0.29
H (-2.2155, -4.4668, 1.5577)  0.27
H (-0.7245, -4.1813, 2.4809)  0.25
H (-0.0406, -6.3783, -1.4216)  0.48
H (0.7735, -5.2971, -3.5198)  0.40
H (1.1743, -2.8110, -3.5568)  0.50
H (0.8581, -1.5587, -1.4683)  0.10
H (-0.9995, -2.5064, 1.2027)  0.05
H (0.1114, -0.8332, 2.2345)  1.12
H (2.7195, -3.0089, 0.5547)  0.46
H (5.1387, -2.2503, 0.3268)  0.35
H (5.7876, 0.0093, 0.8629)  0.37
H (4.0647, 1.6814, 1.6677)  0.47

Cartesian forces (eV/Å) of the 3 atoms listed first:
Nd -1.21 1.85 -0.94
C 0.87 1.06 -0.03
C -0.80 -0.69 -0.29

## Properties
Kohn-Sham gap (alpha / beta) = 5.74 / 5.77 eV
Energy relative to the best compared isomer or geometry (same formula, charge and spin) = 69.62 kJ/mol
E_HOMO (alpha / beta) = -0.2735 / -0.2747 Eh
⟨S²⟩ = 3.753
2S+1 = 4
Total charge = 0
Total energy = -82792.319 eV